An isolated molecule of C7H7FN2O2 at a distorted geometry. Source: the Open Molecules 2025 dataset; level of theory: wB97M-V/def2-TZVPD.

XYZ file:
```
19
Properties=species:S:1:pos:R:3:forces:R:3
C 2.178 -1.207 -0.352 3.532 2.063 -1.966
C 1.126 -1.494 0.429 -2.127 -0.782 1.768
C 2.290 0.073 -0.980 2.381 -5.667 0.058
C -0.136 -0.719 0.564 1.129 3.685 0.197
C 1.384 1.015 -0.710 -6.421 2.067 3.857
C 0.249 0.839 0.184 3.254 -5.641 -2.920
C -0.552 1.824 0.506 -1.426 2.027 1.580
N -2.497 0.428 -0.333 0.827 2.657 -1.510
N -2.439 -0.772 -0.149 0.921 -2.772 1.100
O -1.151 -1.312 -0.315 0.275 0.376 -0.407
O -3.279 -1.544 0.195 -1.128 -0.997 0.146
F -3.765 0.820 -0.138 -1.136 0.291 0.297
H 3.102 -1.861 -0.315 -1.422 0.662 -0.342
H 1.207 -2.322 1.089 -0.077 -0.896 0.227
H 3.072 0.343 -1.638 0.980 -0.217 -0.476
H -0.582 -0.670 1.587 0.468 -0.442 -0.593
H 1.549 2.019 -0.896 0.535 1.855 -0.812
H -1.219 1.848 1.315 -0.880 -0.426 0.869
H -0.539 2.691 -0.044 0.316 2.157 -1.075
```
Positions in Å, forces in eV/Å.

Values from the calculation:
Gap between HOMO and LUMO (alpha / beta) (eV): 6.9 / 7.1
Total energy (Ha): -630.40048
Net charge: 0
<S²>: 2.027
Spin multiplicity: 3
Relative energy (zero: lowest compared OMol25 entry of this formula, charge and spin) (eV): 2.530